12
Properties=species:S:1:pos:R:3:forces:R:3 method="wB97M-V/def2-TZVPD" e_homo_ev=-8.3 de_lowest_kcal_mol=72.8 lumo_ev=0.256
C -1.5915 0.3347 -0.3382 -0.02 0.06 -0.01
C -0.5652 -0.7289 0.0542 0.01 -0.03 0.04
C 0.8592 -0.2324 0.0724 0.15 -0.11 -0.05
C 1.9825 -0.7556 -0.5313 -0.14 -0.14 -0.04
C 1.3919 0.8249 0.7344 0.57 0.81 0.50
O 1.9542 1.6963 1.2559 -0.57 -0.79 -0.48
H -1.5966 1.1649 0.3779 0.00 -0.10 -0.11
H -1.3804 0.7458 -1.3308 -0.01 -0.07 0.13
H -2.5997 -0.0919 -0.3552 0.17 0.07 0.01
H -0.5880 -1.5747 -0.6418 0.08 0.16 0.08
H -0.8120 -1.1273 1.0463 0.03 0.04 -0.13
H 2.9456 -0.2558 -0.3438 -0.27 0.12 0.06

***

12
Properties=species:S:1:pos:R:3:forces:R:3 method="wB97M-V/def2-TZVPD" e_homo_ev=-9.9 de_lowest_kcal_mol=63.1 lumo_ev=1.045
C 2.5282 -0.5039 -0.0620 -0.46 0.06 0.08
C 1.3508 -0.4131 0.1759 0.47 -0.05 -0.10
C -0.0759 -0.2969 0.4449 0.07 -0.07 0.07
C -1.0697 -0.5385 -0.7110 0.06 -0.33 -0.18
O -1.7801 0.6654 -0.3981 -0.13 0.07 -0.05
C -0.7155 1.1071 0.4532 0.18 0.25 0.21
H 3.5719 -0.5782 -0.2749 -0.18 0.00 0.04
H -0.3458 -0.8705 1.3365 0.04 0.09 -0.13
H -0.5950 -0.4912 -1.7002 -0.08 0.01 0.15
H -1.7040 -1.4285 -0.6436 0.09 0.15 -0.01
H -1.0780 1.4849 1.4150 0.05 -0.07 -0.16
H -0.0870 1.8634 -0.0356 -0.10 -0.10 0.07